Entry 1:
Computed, not measured: 2 unconnected molecules or ions with the total composition C5H17N2O, with ωB97M-V/def2-TZVPD.

XYZ file:
```
25
Properties=species:S:1:pos:R:3:forces:R:3:nbo_charge:R:1
C 0.357157 -1.495314 0.643960 0.145 -0.461 0.052 -0.2435
N 1.724447 -1.049412 0.859095 -0.534 -0.457 0.289 -0.6123
C 2.500066 -0.973115 -0.360459 0.021 -0.155 -1.433 -0.4345
C -0.486827 -0.334486 0.145446 0.390 0.325 -2.242 -0.0599
N -1.821065 -0.923756 -0.324959 -0.322 -1.679 1.291 -0.6893
C -1.668397 1.874097 0.635986 0.610 1.080 1.296 -0.6337
C -0.787358 0.750757 1.153089 0.603 -0.122 0.842 -0.4409
H 0.273417 -2.349578 -0.090445 0.171 0.530 0.375 0.1642
H -0.031345 -1.873629 1.609024 0.007 0.232 -0.349 0.2121
H 2.148454 -1.707856 1.505389 0.141 0.283 -0.062 0.3767
H 2.544976 -1.976626 -0.908544 0.029 1.199 0.509 0.1750
H 3.516162 -0.633350 -0.131207 -0.209 -0.217 -0.047 0.2265
H 2.061453 -0.200089 -1.058578 0.436 -0.901 0.697 0.2030
H -0.038668 0.100299 -0.844021 -0.711 -0.611 1.930 0.2715
H -2.284450 -1.446120 0.476137 0.352 1.167 -0.885 0.4368
H -1.750599 -1.662418 -1.033910 0.420 0.407 -0.147 0.4398
H -2.411988 -0.187710 -0.680637 -0.487 0.249 -0.004 0.4450
H -2.671362 1.563814 0.438441 -0.933 -0.067 0.212 0.1866
H -1.311660 2.318779 -0.259282 0.642 0.110 -1.070 0.2324
H -1.649610 2.744882 1.348111 -0.432 -1.061 -0.416 0.2527
H 0.210805 1.143411 1.464509 -0.767 -0.323 -0.138 0.2669
H -1.248102 0.274882 2.062420 0.420 0.407 -0.632 0.2106
H 1.418921 2.331503 -1.675918 0.092 0.087 0.055 0.4886
H 0.674982 1.962637 -2.965025 0.055 -0.194 0.844 0.4921
O 0.730598 1.748390 -2.008618 -0.137 0.174 -0.965 -0.9661
```
Forces are in eV/Å.

As for the calculated total energy: -385.20329 Ha. The HOMO energy is -0.4647 Eh. Its net charge is +1. The calculation puts the strongest force on any atom at 2.299 eV/A. As for the relative energy (zero: lowest compared OMol25 entry of this formula, charge and spin): 98.33 kJ/mol. As for the spin multiplicity: 1. The value obtained for the orbital gap is 9.35 eV.



Entry 2:
Computed, not measured: a molecular structure, C30H22INRhS, with ωB97M-V/def2-TZVPD.

XYZ file:
```
56
Properties=species:S:1:pos:R:3:forces:R:3:nbo_charge:R:1
Rh 0.995373 -2.214648 -0.846786 -0.157 1.114 0.358 0.7973
I 3.570273 -2.908848 -0.958686 0.312 0.317 1.585 0.2732
C 3.605073 -2.448048 1.176314 0.697 -0.055 -0.494 -0.0494
C 4.822273 -2.282848 1.781114 -0.301 -0.145 -0.617 -0.2474
C 4.873273 -2.031148 3.157914 -0.281 0.118 0.493 -0.2049
C 3.718173 -1.971248 3.891314 0.413 0.007 -0.155 -0.1710
C 2.459073 -2.107748 3.277114 -0.200 -0.100 -0.309 0.0290
C 1.262073 -1.996148 4.014614 -0.303 0.043 -0.088 -0.1887
C 0.041573 -2.065448 3.396514 0.423 -0.164 0.383 -0.1974
C -0.034827 -2.266848 2.012714 0.205 -0.148 -1.026 -0.2493
C 1.110373 -2.402748 1.253114 -0.615 0.833 -1.291 -0.0221
C 2.383473 -2.328548 1.869614 -0.007 -0.197 -0.306 -0.2008
H 5.737173 -2.338548 1.212514 0.077 -0.077 -0.051 0.2366
H 5.830773 -1.884648 3.632614 0.088 -0.040 0.045 0.2346
H 3.749973 -1.799948 4.955514 0.049 0.028 0.150 0.2255
H 1.326973 -1.843448 5.080814 0.006 0.064 0.127 0.2255
H -0.867527 -1.961648 3.968814 -0.072 -0.019 0.047 0.2313
H -1.009827 -2.311448 1.541614 0.068 0.098 -0.072 0.2347
C -0.772027 -2.515248 -1.675986 -0.767 0.846 1.169 -0.4041
C -1.991027 -2.375648 -1.558486 1.797 -0.096 -0.180 0.1159
C -3.370827 -2.218348 -1.381686 -1.097 -0.058 -0.015 -0.2218
C -3.981027 -2.724848 -0.222286 0.258 0.005 -0.378 -0.1165
C -5.341027 -2.593048 -0.049386 -0.215 0.129 -0.010 -0.2225
C -6.106727 -1.942948 -1.009886 0.130 -0.034 -0.055 -0.1803
C -5.508827 -1.441348 -2.160686 -0.227 -0.002 0.089 -0.2066
C -4.150327 -1.572348 -2.352886 0.268 -0.129 0.260 -0.1741
H -3.371827 -3.237348 0.508314 0.003 -0.054 0.039 0.2100
H -5.812627 -3.009448 0.827414 -0.050 0.017 0.100 0.2247
H -7.170227 -1.836148 -0.866286 -0.119 -0.011 -0.004 0.2245
H -6.111927 -0.960548 -2.915886 -0.064 0.067 -0.037 0.2239
H -3.671627 -1.196948 -3.245986 0.002 -0.004 -0.071 0.2193
N 1.106073 -0.023348 -1.050486 -0.286 -2.182 0.396 -1.0780
S -0.065627 1.016552 -0.694786 0.524 0.585 -0.500 1.1191
C -0.255227 1.976852 -2.215686 -0.227 -0.223 0.478 -0.2577
C 0.776073 2.762052 -2.704086 0.117 0.035 0.023 -0.1656
C 0.634873 3.354152 -3.947886 0.101 -0.066 0.066 -0.2111
C -0.523127 3.155052 -4.685686 -0.038 -0.035 -0.017 -0.1736
C -1.555627 2.382652 -4.176986 0.050 0.009 -0.072 -0.1837
C -1.423227 1.787352 -2.934086 -0.015 -0.045 0.143 -0.2010
C 0.736773 2.251252 0.377414 -0.231 -0.367 -0.171 -0.1513
C 0.232673 3.537052 0.452114 -0.081 0.023 -0.050 -0.2419
C 0.831173 4.441452 1.313414 -0.050 -0.044 0.002 -0.1914
C 1.905473 4.048552 2.097714 0.064 -0.023 0.031 -0.1848
C 2.382473 2.748252 2.032714 -0.064 0.059 0.007 -0.1835
C 1.790073 1.838452 1.173214 0.010 -0.220 -0.126 -0.2493
H 1.811573 0.350052 -1.680786 -0.053 -0.129 0.128 0.3920
H 1.674773 2.913952 -2.123586 0.091 0.036 0.051 0.2236
H 1.438673 3.957552 -4.344186 0.010 0.046 -0.019 0.2319
H -0.612927 3.596652 -5.666386 -0.044 0.073 -0.058 0.2318
H -2.455227 2.228252 -4.751786 -0.090 0.015 -0.047 0.2305
H -2.210227 1.178452 -2.518986 -0.160 -0.129 0.006 0.2344
H -0.606527 3.827852 -0.160886 -0.084 0.118 -0.069 0.2324
H 0.452973 5.449852 1.372014 -0.021 0.102 0.009 0.2317
H 2.371673 4.756852 2.765214 0.026 0.073 0.054 0.2296
H 3.210073 2.434852 2.651214 0.060 0.005 0.046 0.2266
H 2.138673 0.817552 1.108214 0.072 -0.071 0.005 0.2399
```
Forces are in eV/Å.

As for the calculated total energy: -2017.17933 Ha. The HOMO energy (spin up / spin down) is -0.3944 / -0.3925 Eh. Its net charge is +1. The calculation puts the strongest force on any atom at 2.236 eV/A. As for the relative energy (zero: lowest compared OMol25 entry of this formula, charge and spin): 139.50 kJ/mol. As for the spin multiplicity: 1. The value obtained for the orbital gap (spin up / spin down) is 6.24 / 6.25 eV.



Entry 3:
Computed, not measured: a single C10H12O4 molecule, with ωB97M-V/def2-TZVPD.

XYZ file:
```
26
Properties=species:S:1:pos:R:3:forces:R:3:nbo_charge:R:1
C -4.270327 -0.399706 1.010516 0.014 -3.266 -0.615 -0.2872
C -2.315078 -0.049082 -0.349613 -0.615 -1.723 -2.405 0.7625
C -1.176657 0.953690 -0.687995 1.539 1.173 3.625 -0.1859
C 0.891302 -0.330826 -0.717848 -1.928 1.393 1.437 0.2492
C 0.951295 -1.709928 -0.932495 0.907 -1.088 0.424 -0.2583
C 2.005713 -2.434533 -0.302771 -0.302 -1.196 1.074 -0.2057
C 2.800050 -1.773360 0.620980 -0.432 0.323 -0.447 -0.2329
C 2.586631 -0.436868 0.957007 1.101 0.657 4.192 -0.2222
C 1.592254 0.341946 0.397222 1.275 -0.613 -3.870 0.2317
C 2.018467 2.701162 -0.493454 -2.498 -2.929 -0.851 -0.2566
H -3.998984 -1.276884 1.677336 0.426 0.837 -0.856 0.1837
H -4.993092 0.062717 1.652826 -0.292 1.183 -0.355 0.2039
H -4.730918 -0.937398 0.081359 0.811 1.559 1.474 0.2135
H -1.781323 1.817220 -1.088898 1.247 -0.792 -0.601 0.2302
H -0.526081 1.434158 0.211478 -2.611 -1.012 -1.172 0.2278
H 0.220470 -2.316208 -1.500993 0.381 1.133 0.025 0.2528
H 2.163853 -3.602395 -0.194481 -0.778 2.495 -1.226 0.2283
H 3.586489 -2.350295 1.053814 0.367 -0.024 0.645 0.2145
H 3.078832 -0.016022 2.025991 -0.915 -0.920 -3.422 0.2248
H 1.674209 3.626564 -0.092577 -0.043 0.644 0.401 0.1955
H 1.217796 2.405846 -1.359468 2.746 0.859 1.444 0.2128
H 3.125711 2.745016 -0.689964 -1.286 -0.569 -0.057 0.2036
O -3.127842 0.431099 0.717463 0.776 -1.789 -2.052 -0.5142
O -2.518852 -1.003772 -1.161290 0.119 3.480 4.250 -0.5787
O -0.103394 0.410508 -1.435482 0.063 -0.581 -0.872 -0.5308
O 1.629486 1.707356 0.601331 -0.071 0.765 -0.190 -0.5622
```
Forces are in eV/Å.

As for the calculated total energy: -689.05790 Ha. Its SMILES is COC(=O)COc1ccccc1OC. The HOMO energy is -0.3237 Eh. The calculation puts the strongest force on any atom at 5.494 eV/A. As for the relative energy (zero: lowest compared OMol25 entry of this formula, charge and spin): 424.67 kJ/mol. As for the spin multiplicity: 1. The value obtained for the orbital gap is 9.60 eV.



Which of these has the lowest calculated total energy? C30H22INRhS



The highest calculated total energy belongs to which entry? C5H17N2O



Look up the calculated total energy of the third one. -689.05790 Ha